ORCA calculation (wB97M-V/def2-TZVPD) on C7H14N2 as an isolated structure in a non-equilibrium geometry.

Structure (XYZ):
```
23
Properties=species:S:1:pos:R:3:lowdin_charge:R:1
C 0.678 -1.732 1.337 -0.14
C 1.844 0.763 0.490 -0.06
C 0.520 -2.856 0.350 -0.17
C -0.691 -0.057 0.348 -0.20
C -0.673 1.706 -0.892 -0.35
C 0.547 0.079 0.421 -0.14
N -1.895 -0.634 0.271 0.12
N -0.666 2.989 -0.385 0.02
C -0.780 1.415 -2.194 -0.07
H -2.400 -0.399 -0.577 0.11
H -2.455 -0.562 1.110 0.11
H -0.927 3.746 -1.016 0.08
H -1.038 3.096 0.547 0.07
H 1.702 -1.618 1.690 0.06
H 0.015 -1.791 2.198 0.07
H 2.582 0.221 -0.107 0.09
H 1.760 1.781 0.110 0.07
H 2.201 0.788 1.523 0.09
H -0.738 0.387 -2.546 0.03
H -1.023 2.166 -2.952 0.03
H 0.873 -3.811 0.762 0.07
H -0.528 -3.006 0.074 0.06
H 1.092 -2.671 -0.564 0.07
```

**Kohn-Sham gap**: 7.470 eV
**Energy above the lowest of the compared OMol25 structures with the same formula, charge and spin**: 145.70 kcal per mole